No. 1
Entry from OMol25: the molecule C4H4O2 (ωB97M-V with the def2-TZVPD basis set).

Properties
structure (SMILES)	C#CCOC=O
E_tot	-305.2161	a.u.
total charge	0
2S+1	1

Structure (XYZ):
```
10
Properties=species:S:1:pos:R:3:forces:R:3:mulliken_charge:R:1
C 1.759900 -1.190788 -0.093894 -0.09 0.37 -0.09 0.12
C 1.116968 -0.183372 -0.222180 0.09 -0.43 0.10 -0.37
C 0.229145 0.980480 -0.314012 0.14 0.11 -0.02 -0.42
O -1.162930 0.648486 -0.262229 -0.15 -0.05 0.01 -0.29
C -1.562696 -0.242580 0.668286 -0.43 -0.16 0.20 0.23
O -2.720519 -0.463694 0.880346 0.58 0.14 -0.18 -0.45
H 2.343465 -2.077676 0.016849 -0.06 0.13 -0.04 0.38
H 0.359787 1.489546 -1.269984 0.03 -0.08 0.09 0.26
H 0.456083 1.699751 0.480442 0.02 -0.12 -0.06 0.28
H -0.727637 -0.746075 1.182797 -0.14 0.09 0.01 0.26
```
Positions in Å, forces in eV/Å.


No. 2
Entry from OMol25: a cluster of 2 separate species, C3H6O3 in total (ωB97M-V with the def2-TZVPD basis set).

Properties
structure (SMILES)	C=CO.O=CO
E_tot	-343.5451	a.u.
total charge	0
2S+1	1

Structure (XYZ):
```
12
Properties=species:S:1:pos:R:3:forces:R:3:mulliken_charge:R:1
C -0.893213 -2.326726 -2.689781 -1.88 -0.68 1.63 -0.66
C -0.365849 -1.182630 -2.334289 -0.02 2.53 -0.39 0.03
O -1.265617 -0.222113 -1.798945 0.76 -1.76 1.21 -0.50
H -0.301611 -3.175595 -2.704183 1.23 -1.56 -1.04 0.28
H -1.974626 -2.544732 -2.409364 1.36 0.53 -0.70 0.23
H 0.677721 -0.780949 -2.476955 -1.24 -0.78 0.20 0.30
H -1.629271 -0.841206 -1.105037 -0.21 1.71 -0.89 0.32
O 1.231490 3.582549 3.928550 0.62 -3.05 -2.08 -0.43
C 1.313844 2.459716 3.436280 -0.77 0.43 3.08 0.25
O 1.292029 2.067683 2.160439 -0.69 1.00 -1.73 -0.42
H 1.389976 1.480856 4.020708 0.00 1.35 0.37 0.25
H 0.525128 1.483146 1.972579 0.84 0.27 0.34 0.36
```
Positions in Å, forces in eV/Å.